No. 1
This record from the OMol25 dataset describes 2 unconnected molecules or ions with the total composition C4H8NO. The level of theory is ωB97M-V with the def2-TZVPD basis set.

Geometry (Å):
1 C -2.880010 0.104674 0.175119
2 C -2.836642 -1.149109 -0.017230
3 C 0.615570 0.534121 -0.378099
4 C 1.836237 -0.095809 0.129712
5 N 0.131418 1.561054 0.237288
6 O -2.513920 1.195519 0.014275
7 H -2.950930 -1.884857 0.790154
8 H -3.407614 -1.475062 -0.998900
9 H 0.073481 0.230534 -1.314903
10 H 2.527064 -0.153515 -0.585991
11 H 1.601316 -1.149579 0.561622
12 H 2.126480 0.516328 0.977580
13 H 0.663879 1.857392 1.161029
14 H -0.719465 2.001993 -0.073180

Atoms 1-2, force components in eV/Å:
1.8 2.2 -1.2
-2.7 -4.8 -1.2

Output
Frontier orbital gap = 8.7 eV
Energy above the lowest of the compared OMol25 structures with the same formula, charge and spin = 1.870 eV
Charge = +1
HOMO energy = -13.42 eV

---

No. 2
This record from the OMol25 dataset describes a molecular structure, C34H41N5O4STi. The level of theory is ωB97M-V with the def2-TZVPD basis set.

Geometry (Å):
1 Ti -0.464824 -0.483075 -0.706964
2 C 1.481367 -1.056798 -3.481759
3 N 0.225391 -1.593249 -2.855844
4 C -0.945733 -1.634514 -3.688583
5 C -1.395555 -0.293444 -4.317174
6 C -1.521713 0.969520 -3.410076
7 N -1.874204 0.711060 -1.905016
8 C -2.829946 1.392282 -1.422394
9 C -3.237860 1.305947 0.012132
10 C -4.529844 1.714782 0.316122
11 C -5.171450 1.485404 1.516696
12 C -4.395352 0.768467 2.474417
13 C -3.056426 0.442353 2.213798
14 C -2.364160 0.748280 1.050273
15 O -1.129211 0.467900 1.029045
16 C 0.509438 -2.998505 -2.566072
17 C 1.732331 -3.392169 -1.708338
18 C 1.970092 -2.486205 -0.491564
19 N 0.664314 -2.072926 0.041368
20 C 0.137651 -2.998978 0.932518
21 C -1.190220 -3.053615 1.339248
22 C -1.498620 -3.754411 2.532535
23 C -2.833826 -3.892366 2.975196
24 C -3.856950 -3.200773 2.312988
25 C -3.518419 -2.439672 1.191536
26 C -2.266968 -2.402149 0.632806
27 O -1.971041 -1.765036 -0.503079
28 H 2.297878 -1.270145 -2.760003
29 H 1.470218 -0.000363 -3.682486
30 H 1.595884 -1.598092 -4.418393
31 H -1.779920 -2.105986 -3.098695
32 H -0.749536 -2.169492 -4.614254
33 H -2.391244 -0.452791 -4.737603
34 H -0.726244 0.091958 -5.086902
35 H -2.343427 1.600219 -3.860707
36 H -0.568626 1.474477 -3.320804
37 H -3.365842 2.149879 -1.992520
38 H -4.987474 2.299619 -0.449205
39 H -6.140946 1.943099 1.658865
40 H -4.837360 0.301329 3.337547
41 H -2.447591 -0.011413 2.989086
42 H 0.741815 -3.493786 -3.527313
43 H -0.394043 -3.341908 -2.055122
44 H 2.648965 -3.351749 -2.327796
45 H 1.594411 -4.428484 -1.372452
46 H 2.369443 -1.529909 -0.889522
47 H 2.735523 -2.818985 0.261759
48 H 0.928079 -3.424655 1.572625
49 H -0.731256 -4.367508 2.991030
50 H -3.122351 -4.601383 3.762921
51 H -4.897441 -3.096391 2.660983
52 H -4.436644 -1.858384 0.743292
53 O 2.390287 2.358179 -0.401639
54 C 1.305307 1.982134 -0.901411
55 O 0.943768 0.774605 -0.941484
56 C 0.395434 3.046373 -1.475116
57 C -0.537659 3.605670 -0.635103
58 C -1.253633 4.694382 -1.081695
59 C -1.033065 5.208021 -2.360969
60 C -0.192757 4.570278 -3.238400
61 C 0.647243 3.464217 -2.786575
62 S 1.684404 2.576129 -3.815326
63 H -0.846199 3.159371 0.326444
64 H -2.044253 5.080570 -0.375479
65 H -1.641330 6.077813 -2.735913
66 H -0.108538 4.895204 -4.223800
67 C 4.444032 -0.054423 4.120529
68 C 2.993967 0.466859 4.400117
69 N 2.370845 1.025189 3.256466
70 C 2.382776 0.015762 2.176943
71 C 3.801492 -0.526183 1.955515
72 N 4.812515 0.154153 2.726804
73 C 4.604710 1.638622 2.357779
74 C 3.231206 2.140601 2.817891
75 H 4.510463 -1.161068 4.253158
76 H 5.075677 0.429117 4.850094
77 H 3.050516 1.225844 5.203798
78 H 2.297686 -0.358378 4.726303
79 H 2.077767 0.451735 1.208386
80 H 1.574895 -0.683595 2.393233
81 H 4.041170 -0.399606 0.957996
82 H 3.852905 -1.615113 2.137401
83 H 4.744027 1.697894 1.270785
84 H 5.394375 2.204383 2.811011
85 H 2.626768 2.585491 2.056405
86 H 3.272700 2.842492 3.667713

Atoms 1-2, force components in eV/Å:
-0.4 -1.2 0.3
-0.8 -0.5 0.7

Output
Spin multiplicity = 3
Frontier orbital gap (spin up / spin down) = 4.4 / 5.8 eV
Expectation value of S² = 2.032
Energy above the lowest of the compared OMol25 structures with the same formula, charge and spin = 0.343 eV
Charge = -2
HOMO energy (spin up / spin down) = 0.06 / -1.29 eV

---

No. 3
This record from the OMol25 dataset describes a molecular structure, C3H5LiO3Pt. The level of theory is ωB97M-V with the def2-TZVPD basis set.

Geometry (Å):
1 O 0.888762 -1.000422 0.344816
2 C 1.585024 0.019650 -0.186293
3 C -0.456666 -1.271716 -0.066990
4 O 1.955713 0.979550 -0.928134
5 O -0.287003 0.870001 0.072745
6 C -1.161223 -0.079023 0.586803
7 H -0.767360 -2.224752 0.372607
8 H -0.546538 -1.210241 -1.161343
9 H -1.099943 -0.100533 1.686088
10 H -2.167864 0.085416 0.177368
11 H 2.571511 -0.501930 -0.065578
12 Pt 0.791722 2.301832 0.068668
13 Li -1.306141 2.132172 -0.900755

Atoms 1-2, force components in eV/Å:
-1.0 -0.1 -1.7
8.0 -5.2 -0.3

Output
Spin multiplicity = 4
Frontier orbital gap (spin up / spin down) = 7.2 / 7.8 eV
Expectation value of S² = 3.759
Energy above the lowest of the compared OMol25 structures with the same formula, charge and spin = 0.041 eV
Charge = +1
HOMO energy (spin up / spin down) = -11.57 / -14.34 eV